Entry 1:
{
  "formula": "C27H38N6OPtS",
  "method": "ωB97M-V with the def2-TZVPD basis set",
  "symbols": ["Pt", "C", "C", "N", "C", "S", "N", "N", "C", "C", "C", "C", "C", "C", "C", "N", "H", "H", "H", "H", "H", "H", "H", "H", "H", "H", "H", "H", "H", "C", "C", "C", "C", "C", "C", "C", "C", "C", "C", "C", "C", "O", "H", "H", "H", "H", "H", "H", "H", "H", "H", "H", "H", "H", "H", "H", "H", "H", "H", "C", "C", "C", "C", "N", "N", "C", "H", "H", "H", "H", "H", "H", "H", "H"],
  "coordinates": [[-0.0311, -0.2892, 0.1753], [-4.8110, -3.8752, -0.4791], [-4.5186, -2.9836, -1.6836], [-3.0993, -2.7632, -1.9262], [-2.3220, -1.9237, -1.2096], [-0.6533, -1.8540, -1.6663], [-2.9541, -1.2661, -0.2449], [-2.2193, -0.3405, 0.3942], [-2.7070, 0.2382, 1.4339], [-4.0217, -0.1520, 2.0289], [-1.9321, 1.3707, 1.9840], [-2.4141, 2.1582, 3.0211], [-1.7018, 3.2844, 3.4036], [-0.5261, 3.6012, 2.7460], [-0.0827, 2.7332, 1.7616], [-0.7568, 1.6500, 1.4024], [-5.8517, -4.2080, -0.4981], [-4.6317, -3.3329, 0.4489], [-4.1683, -4.7584, -0.4899], [-4.9904, -2.0122, -1.5427], [-4.9329, -3.4291, -2.5874], [-2.6120, -3.3569, -2.5719], [-4.3772, -1.0551, 1.5439], [-4.7686, 0.6354, 1.8973], [-3.9093, -0.3367, 3.0990], [-3.3387, 1.8937, 3.5184], [-2.0713, 3.9127, 4.2044], [0.0399, 4.4893, 2.9945], [0.8577, 2.8997, 1.2465], [3.2478, 0.2242, 1.6352], [2.7498, -0.1152, 3.0398], [1.7196, 0.9108, 3.5373], [2.1898, -1.5141, 3.2892], [2.5377, -2.0514, 4.5279], [2.0443, -3.2545, 4.9843], [1.1601, -3.9440, 4.1725], [0.7755, -3.4661, 2.9272], [-0.2548, -4.2919, 2.1708], [0.2438, -4.8121, 0.8209], [-1.5672, -3.5116, 2.0497], [1.2949, -2.2236, 2.4406], [0.9948, -1.8126, 1.1986], [3.8281, 1.1539, 1.6693], [2.4392, 0.3694, 0.9309], [3.8877, -0.5673, 1.2387], [3.6268, -0.0329, 3.6849], [0.7900, 0.8015, 2.9735], [2.0841, 1.9397, 3.4228], [1.4927, 0.7388, 4.5918], [3.2275, -1.4918, 5.1551], [2.3380, -3.6486, 5.9495], [0.7489, -4.8906, 4.5108], [-0.4563, -5.1673, 2.7936], [0.5337, -3.9919, 0.1738], [-0.5432, -5.3888, 0.3196], [1.1102, -5.4647, 0.9647], [-1.3889, -2.5731, 1.5336], [-1.9714, -3.2897, 3.0409], [-2.3147, -4.0767, 1.4834], [-2.8786, 2.7473, -3.5412], [-1.5713, 2.3552, -2.9370], [-0.2749, 2.6723, -3.2799], [0.5443, 1.9878, -2.3573], [-0.2040, 1.3092, -1.5071], [-1.4787, 1.5422, -1.8704], [2.0371, 1.9659, -2.2713], [-2.7092, 3.4393, -4.3637], [-3.5252, 3.2356, -2.8099], [-3.4067, 1.8752, -3.9328], [0.0477, 3.3007, -4.0966], [-2.2161, 1.0915, -1.3544], [2.4672, 2.5232, -3.0998], [2.4085, 0.9409, -2.3032], [2.3825, 2.4132, -1.3374]],
  "forces_ev_per_a": [[0.084, -0.275, -0.651], [0.032, -0.004, -0.031], [0.093, -0.038, 0.102], [-0.093, 0.005, 0.073], [0.037, -0.027, 0.006], [-0.002, -0.059, 0.259], [-0.205, -0.105, -0.246], [0.484, -0.046, 0.062], [-0.208, 0.128, 0.142], [-0.015, 0.081, 0.030], [0.090, 0.003, 0.035], [-0.180, 0.006, 0.111], [-0.042, 0.000, 0.024], [-0.040, 0.074, -0.029], [-0.066, 0.072, -0.115], [0.100, -0.042, 0.145], [0.045, 0.048, 0.023], [0.045, -0.052, -0.015], [-0.056, 0.021, -0.007], [-0.042, 0.024, -0.046], [0.044, -0.001, -0.056], [0.007, -0.062, -0.068], [-0.015, 0.004, 0.025], [0.003, -0.005, 0.019], [-0.008, 0.019, 0.001], [0.045, 0.062, -0.048], [0.011, -0.017, -0.015], [0.012, -0.072, 0.004], [-0.033, -0.020, 0.022], [0.229, -0.065, 0.135], [-0.255, -0.005, -0.138], [0.120, -0.086, -0.038], [-0.034, 0.041, -0.133], [0.094, 0.045, 0.029], [-0.014, -0.073, 0.029], [-0.004, 0.001, -0.044], [-0.040, 0.133, -0.179], [0.030, 0.206, -0.104], [-0.027, -0.064, 0.070], [0.030, -0.110, -0.060], [0.094, 0.096, 0.217], [-0.136, 0.122, 0.275], [-0.018, -0.082, 0.011], [-0.264, 0.008, -0.199], [-0.043, 0.045, 0.014], [0.019, -0.015, 0.088], [0.182, -0.063, 0.160], [-0.028, -0.109, -0.003], [0.013, 0.028, -0.031], [-0.039, -0.013, -0.051], [-0.001, 0.015, -0.025], [0.009, 0.040, -0.021], [-0.009, -0.022, 0.040], [0.017, 0.125, -0.102], [0.085, 0.036, 0.063], [-0.063, 0.043, -0.032], [-0.017, 0.091, -0.078], [-0.011, -0.006, -0.024], [0.033, 0.022, 0.045], [0.040, -0.059, 0.031], [0.041, 0.025, -0.032], [0.086, 0.004, -0.059], [0.225, 0.071, -0.064], [-0.353, -0.110, 0.327], [0.028, 0.128, -0.016], [-0.126, -0.048, 0.078], [-0.013, -0.012, 0.022], [0.019, -0.005, -0.017], [0.021, 0.032, 0.015], [-0.044, -0.057, 0.089], [-0.041, -0.083, 0.003], [0.043, -0.002, -0.016], [-0.003, 0.013, -0.013], [-0.003, -0.002, -0.020]],
  "total_energy_ev": -53684.55681,
  "spin_multiplicity": 3,
  "charge": 0,
  "gap_ev": [6.250, 6.495]
}

Entry 2:
{
  "formula": "C27H39AgClPSi2Te",
  "method": "ωB97M-V with the def2-TZVPD basis set",
  "symbols": ["Ag", "C", "Si", "C", "C", "C", "Te", "C", "Si", "C", "C", "C", "H", "H", "H", "H", "H", "H", "H", "H", "H", "H", "H", "H", "H", "H", "H", "H", "H", "H", "H", "H", "H", "H", "Cl", "C", "H", "H", "C", "C", "C", "C", "C", "C", "P", "C", "C", "C", "C", "C", "C", "C", "C", "C", "C", "C", "C", "H", "H", "H", "H", "H", "H", "H", "H", "H", "H", "H", "H", "H", "H", "H"],
  "coordinates": [[-0.2120, -0.0008, -0.2625], [0.7109, 6.9460, -0.5873], [0.1496, 5.6445, 0.6503], [1.4637, 5.3372, 1.9492], [-1.4400, 6.2203, 1.4691], [-0.1090, 4.0323, -0.2858], [-1.1413, 2.5258, 0.8126], [-3.1484, 3.1407, 0.3922], [-3.6419, 3.5539, -1.3832], [-2.7144, 2.4624, -2.5938], [-5.4902, 3.2315, -1.5360], [-3.3332, 5.3712, -1.7586], [0.9163, 7.8947, -0.0931], [-0.0545, 7.1279, -1.3404], [1.6197, 6.6397, -1.1023], [1.6054, 6.2154, 2.5793], [2.4208, 5.0946, 1.4904], [1.1923, 4.5023, 2.5925], [-1.2500, 7.1343, 2.0317], [-1.8290, 5.4797, 2.1684], [-2.2147, 6.4426, 0.7385], [0.8573, 3.5709, -0.4930], [-0.6156, 4.1610, -1.2434], [-3.3891, 3.9617, 1.0672], [-3.7397, 2.2855, 0.7292], [-2.7286, 1.4223, -2.2704], [-1.6668, 2.7447, -2.6841], [-3.1585, 2.5097, -3.5876], [-5.7229, 2.1828, -1.3559], [-5.8490, 3.4838, -2.5333], [-6.0584, 3.8228, -0.8192], [-2.2809, 5.5937, -1.9396], [-3.6704, 6.0077, -0.9433], [-3.8864, 5.6676, -2.6496], [2.2610, 1.6387, 1.0567], [1.6221, -0.0726, 0.8351], [1.5126, -0.4415, 1.8550], [2.4409, -0.6125, 0.3593], [-1.3693, -5.8355, -4.7294], [-0.4221, -4.9040, -5.1320], [-0.0536, -3.8749, -4.2829], [-0.6287, -3.7557, -3.0201], [-1.5790, -4.6906, -2.6255], [-1.9468, -5.7234, -3.4742], [0.0113, -2.4715, -1.8783], [-1.4077, -2.2503, -0.7279], [-2.4487, -1.3352, -0.8987], [-3.4591, -1.2245, 0.0547], [-3.4428, -2.0221, 1.1816], [-2.4071, -2.9332, 1.3686], [-1.3963, -3.0353, 0.4345], [-0.1044, -1.0130, -2.9841], [-1.1283, -0.8234, -3.9147], [-1.1220, 0.2741, -4.7560], [-0.0880, 1.2017, -4.6855], [0.9420, 1.0212, -3.7791], [0.9426, -0.0904, -2.9422], [-1.6551, -6.6421, -5.3905], [0.0339, -4.9777, -6.1097], [0.6829, -3.1496, -4.6157], [-2.0514, -4.6147, -1.6536], [-2.6932, -6.4369, -3.1540], [-2.5004, -0.7344, -1.7950], [-4.2597, -0.5136, -0.1011], [-4.2290, -1.9389, 1.9190], [-2.3831, -3.5505, 2.2553], [-0.5716, -3.7189, 0.6009], [-1.9248, -1.5545, -3.9906], [-1.9219, 0.4081, -5.4723], [-0.0850, 2.0564, -5.3498], [1.7592, 1.7276, -3.7286], [1.7736, -0.2523, -2.2631]],
  "forces_ev_per_a": [[-0.386, 0.294, 0.233], [-0.045, -0.111, 0.173], [0.036, -0.018, 0.045], [-0.126, 0.116, -0.112], [0.147, -0.031, -0.032], [-0.036, 0.077, -0.156], [-0.020, -0.100, 0.034], [-0.024, 0.031, -0.093], [-0.030, -0.001, 0.025], [-0.100, 0.121, 0.144], [0.209, 0.023, 0.013], [0.061, -0.163, -0.037], [0.018, 0.089, 0.063], [-0.096, 0.003, -0.078], [0.096, -0.060, -0.045], [0.013, 0.065, 0.043], [0.087, -0.025, -0.068], [-0.063, -0.102, 0.062], [0.020, 0.080, 0.055], [0.013, -0.059, 0.037], [-0.070, 0.005, -0.088], [0.063, -0.003, -0.018], [-0.014, -0.004, 0.035], [-0.015, 0.067, 0.001], [-0.032, -0.060, -0.029], [-0.042, -0.096, 0.022], [0.100, 0.025, -0.001], [-0.051, 0.023, -0.089], [-0.016, -0.118, 0.018], [-0.023, 0.026, -0.091], [-0.035, 0.069, 0.073], [0.045, -0.011, 0.029], [-0.078, 0.053, 0.099], [-0.041, -0.003, -0.098], [0.025, 0.012, -0.001], [0.272, -0.082, 0.061], [0.055, -0.027, -0.074], [0.004, 0.037, 0.098], [-0.019, -0.018, 0.025], [-0.004, -0.009, -0.013], [0.108, 0.015, -0.093], [-0.128, -0.008, 0.129], [-0.060, 0.002, 0.030], [-0.005, -0.042, -0.107], [0.178, -0.199, -0.153], [0.134, 0.056, 0.038], [-0.033, 0.001, -0.112], [-0.022, 0.039, 0.034], [-0.033, 0.011, 0.007], [0.022, -0.015, -0.008], [0.046, 0.007, 0.014], [0.098, 0.033, -0.024], [-0.070, 0.011, 0.004], [0.021, 0.008, -0.024], [-0.014, -0.005, -0.027], [0.010, -0.023, 0.003], [0.031, 0.051, 0.055], [-0.013, -0.018, -0.022], [0.006, -0.017, -0.047], [-0.020, -0.050, 0.048], [0.026, 0.010, 0.000], [-0.034, -0.053, 0.012], [-0.024, 0.010, -0.075], [-0.037, 0.031, 0.005], [-0.029, 0.012, 0.026], [-0.002, -0.031, 0.043], [0.001, -0.007, -0.004], [-0.003, -0.003, -0.004], [-0.016, 0.002, -0.016], [0.001, 0.020, 0.008], [0.024, 0.029, -0.007], [-0.059, 0.008, -0.003]],
  "total_energy_ev": -77491.76425,
  "charge": 0,
  "gap_ev": 7.355,
  "de_lowest_kj_mol": 0.0
}

Entry 3:
{
  "formula": "C27H39As2GdN4O2Si2",
  "method": "ωB97M-V with the def2-TZVPD basis set",
  "symbols": ["Gd", "C", "C", "N", "C", "C", "C", "C", "C", "C", "C", "N", "C", "C", "C", "C", "C", "C", "C", "C", "N", "C", "H", "H", "H", "H", "H", "H", "H", "H", "H", "H", "H", "H", "O", "N", "C", "As", "C", "C", "O", "H", "H", "H", "H", "H", "H", "H", "H", "H", "C", "Si", "C", "C", "As", "Si", "C", "C", "C", "H", "H", "H", "H", "H", "H", "H", "H", "H", "H", "H", "H", "H", "H", "H", "H", "H", "H"],
  "coordinates": [[-13.3835, -8.5386, 6.7508], [-15.5574, -4.3796, 5.8654], [-14.8650, -5.6077, 5.7224], [-14.6000, -6.4781, 6.6695], [-15.0481, -6.1935, 7.9500], [-15.8588, -5.0736, 8.1786], [-16.0685, -4.1335, 7.1439], [-16.4384, -4.8370, 9.4250], [-16.1078, -5.6203, 10.4615], [-15.2307, -6.6928, 10.3087], [-14.7275, -7.0495, 9.0690], [-13.9078, -8.1000, 8.8131], [-13.4445, -8.9963, 9.7281], [-14.1242, -9.5055, 10.7968], [-13.5090, -10.3080, 11.7852], [-12.2377, -10.7156, 11.6186], [-11.5146, -10.3545, 10.4771], [-10.1096, -10.5856, 10.3438], [-9.4729, -10.0596, 9.2353], [-10.2599, -9.4510, 8.2207], [-11.5231, -9.1877, 8.3218], [-12.1803, -9.5590, 9.4842], [-15.7263, -3.6544, 5.0729], [-14.4346, -5.8971, 4.7651], [-16.5756, -3.2293, 7.3161], [-17.1474, -4.0076, 9.4392], [-16.4487, -5.3762, 11.4430], [-14.9544, -7.2837, 11.1816], [-15.1603, -9.2094, 10.9820], [-14.0881, -10.6563, 12.6115], [-11.6867, -11.3096, 12.3104], [-9.5689, -11.0946, 11.1234], [-8.4153, -10.1139, 9.0033], [-9.7677, -9.1801, 7.2936], [-8.6629, -9.5339, 4.0821], [-9.2563, -9.2690, 4.9949], [-17.4629, -10.2895, 8.4921], [-16.9107, -9.8199, 6.7164], [-17.3606, -11.1835, 5.4658], [-17.6315, -8.0920, 6.2820], [-15.2248, -9.7735, 6.5410], [-18.5203, -10.3067, 8.5302], [-17.1636, -9.4269, 9.1023], [-17.0633, -11.2515, 8.8153], [-18.3239, -11.6124, 5.6514], [-16.5950, -11.9228, 5.5950], [-17.2259, -10.7549, 4.4864], [-18.7209, -8.1504, 6.2391], [-17.2919, -7.9174, 5.2442], [-17.2868, -7.3515, 6.9617], [-8.8691, -12.4850, 4.3066], [-10.6156, -12.2610, 5.0057], [-10.3933, -12.6480, 6.8158], [-11.9726, -13.3961, 4.3911], [-11.4502, -10.1944, 4.4996], [-11.3743, -10.3391, 2.1242], [-11.9027, -8.5633, 1.7002], [-12.7347, -11.5291, 1.4619], [-9.7138, -10.6076, 1.2352], [-8.7024, -13.5205, 4.0392], [-8.1546, -12.2841, 5.0946], [-8.6219, -11.9139, 3.4092], [-10.1512, -13.7357, 6.7596], [-11.2376, -12.5558, 7.4487], [-9.5016, -12.1849, 7.2921], [-11.6360, -14.4352, 4.5545], [-12.1149, -13.2261, 3.3287], [-12.9675, -13.2586, 4.8729], [-12.7816, -8.1754, 2.2090], [-12.0875, -8.3851, 0.6049], [-11.0610, -7.8701, 1.9934], [-13.6458, -11.5539, 2.0566], [-12.3774, -12.5769, 1.3529], [-12.9000, -11.1502, 0.4670], [-8.7948, -10.2242, 1.6617], [-9.9552, -10.0315, 0.3251], [-9.6059, -11.6229, 0.9208]],
  "forces_ev_per_a": [[0.125, -0.983, -0.515], [-0.373, -0.497, 1.708], [0.325, 0.533, -1.349], [0.061, 0.388, 1.407], [-0.274, -0.267, 0.227], [-0.144, 0.450, -0.634], [1.281, -1.445, -1.941], [-0.715, 1.066, -0.626], [0.235, -0.009, 0.809], [0.311, -0.653, 0.021], [-0.659, 0.766, -0.037], [0.206, 0.136, -1.243], [-0.072, -1.154, 0.460], [-0.969, 0.163, 1.438], [-0.794, -0.046, -0.909], [1.104, -0.294, -0.131], [-0.144, 0.940, -0.984], [-0.147, 0.811, -1.177], [-0.684, -0.242, -0.102], [1.290, -0.285, 0.102], [-1.467, 0.059, 0.238], [1.980, -0.182, 0.346], [0.289, -0.448, -0.032], [-0.249, 0.294, -0.151], [-0.742, 0.929, 0.413], [0.288, -0.183, 0.571], [-0.360, -0.036, 0.501], [-0.089, 0.393, -0.297], [0.394, -0.137, -0.153], [-0.257, 0.006, 0.481], [-0.055, -0.358, 0.769], [0.065, -0.153, 0.130], [-0.040, -0.241, 0.474], [-0.053, 0.057, 0.015], [2.786, -0.549, -3.291], [-2.052, 0.999, 3.156], [1.070, 0.640, -0.061], [0.123, -0.299, 0.145], [0.199, 0.565, 0.238], [-0.303, -1.142, -1.507], [0.606, 0.665, 0.197], [-1.217, -0.164, -0.153], [0.227, -0.484, 0.174], [0.158, 0.283, 0.025], [-0.597, -0.110, -0.166], [0.381, -0.490, 0.169], [-0.324, 0.029, -0.448], [0.060, 0.054, 0.236], [-0.042, 0.231, 0.537], [0.261, 0.616, 0.539], [-0.588, -0.092, -0.502], [0.655, -0.959, 0.732], [1.587, -0.552, -0.318], [-0.149, -0.228, 0.068], [-1.028, 0.600, 0.302], [-0.536, 0.617, -0.836], [0.867, 0.764, -0.622], [1.386, -0.533, 0.700], [-1.240, 0.653, 0.016], [-0.132, -0.461, -0.049], [0.165, 0.337, 0.142], [-0.053, 0.029, 0.242], [-0.140, 0.492, 0.177], [-0.924, 0.204, 0.649], [-0.640, -0.130, -0.346], [-0.259, 0.306, -0.136], [-0.063, -0.273, -0.150], [0.777, -0.009, -0.116], [-0.207, -0.229, 0.196], [0.287, -0.349, 0.897], [-0.683, -0.627, -0.325], [-0.063, 0.208, -0.118], [-0.159, 0.682, 0.063], [-0.419, 0.135, -0.444], [-0.057, 0.067, 0.127], [0.373, -0.102, 0.099], [0.239, -0.766, -0.064]],
  "total_energy_ev": -196939.22988,
  "spin_multiplicity": 8,
  "charge": 2,
  "gap_ev": [6.972, 5.945],
  "de_lowest_kj_mol": 208.3
}